The following is a quantum chemistry calculation of 8 unconnected molecules or ions with the total composition C52H116N4O12, from the Open Molecules 2025 dataset.

total charge = 0
frontier orbital gap = 8.221 eV
structure (SMILES) = CC1(C)CCCC(C)(C)N1O.CC1(C)CCCC(C)(C)N1O.CC1(C)CCCC(C)(C)N1O.CC1(C)CCCC(C)(C)N1O.COCCOC.COCCOC.COCCOC.COCCOC
spin multiplicity = 1
energy above the lowest of the compared OMol25 structures with the same formula, charge and spin = 2.959 eV

Last columns: bonded neighbours and bond lengths (Å).
Element x y z (Å)
1 C -2.75166 2.04427 5.08711  C2 1.516, H12 1.090, H13 1.090, H14 1.090
2 C -2.26836 0.77224 4.41977  C1 1.516, C3 1.521, C4 1.515, N10 1.514
3 C -1.02084 1.03206 3.58889  C2 1.521, H15 1.090, H16 1.090, H17 1.090
4 C -1.82163 -0.15823 5.52854  C2 1.515, C5 1.563, H18 1.090, H19 1.090
5 C -2.93401 -1.02717 6.19941  C4 1.563, C6 1.518, H20 1.090, H21 1.090
6 C -3.72526 -1.74732 5.12267  C5 1.518, C7 1.546, H22 1.090, H23 1.090
7 C -4.30814 -0.78931 4.05840  C6 1.546, C8 1.553, C9 1.582, N10 1.437
8 C -4.87079 -1.67301 2.91264  C7 1.553, H24 1.090, H25 1.090, H26 1.090
9 C -5.55814 -0.00639 4.63117  C7 1.582, H27 1.090, H28 1.090, H29 1.090
10 N -3.31387 0.11297 3.54597  C2 1.514, C7 1.437, O11 1.429
11 O -3.79911 0.93673 2.48383  N10 1.429, H30 0.960
12 H -3.72205 1.78778 5.51214  C1 1.090
13 H -2.21224 2.49222 5.92166  C1 1.090
14 H -2.99534 2.75241 4.29511  C1 1.090
15 H -0.27121 1.66501 4.06379  C3 1.090
16 H -0.57584 0.11367 3.20598  C3 1.090
17 H -1.22762 1.58577 2.67305  C3 1.090
18 H -0.95146 -0.75198 5.24858  C4 1.090
19 H -1.54637 0.30828 6.47442  C4 1.090
20 H -2.36246 -1.79205 6.72513  C5 1.090
21 H -3.63373 -0.55055 6.88596  C5 1.090
22 H -4.49884 -2.20906 5.73625  C6 1.090
23 H -3.09521 -2.47266 4.60789  C6 1.090
24 H -4.11626 -2.03795 2.21577  C8 1.090
25 H -5.47075 -1.09665 2.20841  C8 1.090
26 H -5.46439 -2.38774 3.48264  C8 1.090
27 H -6.41751 -0.66922 4.73236  C9 1.090
28 H -5.80990 0.85444 4.01173  C9 1.090
29 H -5.44806 0.48285 5.59898  C9 1.090
30 H -3.44312 0.57673 1.66818  O11 0.960
31 C 4.51575 2.86542 -0.55704  C32 1.574, H42 1.090, H43 1.090, H44 1.090
32 C 5.03911 4.25789 -1.07136  C31 1.574, C33 1.594, C34 1.597, N40 1.467
33 C 6.58729 4.10641 -1.41807  C32 1.594, H45 1.090, H46 1.090, H47 1.090
34 C 4.28410 4.50499 -2.45689  C32 1.597, C35 1.542, H48 1.090, H49 1.090
35 C 4.51817 5.90730 -3.05454  C34 1.542, C36 1.492, H50 1.090, H51 1.090
36 C 4.04113 6.94814 -2.09799  C35 1.492, C37 1.631, H52 1.090, H53 1.090
37 C 4.75361 6.77589 -0.64049  C36 1.631, C38 1.533, C39 1.508, N40 1.476
38 C 6.22071 7.21674 -0.69282  C37 1.533, H54 1.090, H55 1.090, H56 1.090
39 C 4.02605 7.75172 0.24974  C37 1.508, H57 1.090, H58 1.090, H59 1.090
40 N 4.63968 5.37054 -0.20308  C32 1.467, C37 1.476, O41 1.390
41 O 5.09527 5.16351 1.09371  N40 1.390, H60 0.960
42 H 4.99849 2.62121 0.38924  C31 1.090
43 H 3.45243 2.88192 -0.31791  C31 1.090
44 H 4.76448 2.10168 -1.29388  C31 1.090
45 H 7.22039 4.12261 -0.53092  C33 1.090
46 H 6.72928 3.14169 -1.90515  C33 1.090
47 H 6.91241 4.93388 -2.04870  C33 1.090
48 H 4.72392 3.82783 -3.18909  C34 1.090
49 H 3.23525 4.24052 -2.32256  C34 1.090
50 H 5.56636 5.99296 -3.34103  C35 1.090
51 H 4.02411 5.85536 -4.02475  C35 1.090
52 H 2.95493 7.03577 -2.07349  C36 1.090
53 H 4.39124 7.86859 -2.56522  C36 1.090
54 H 6.54707 7.33347 -1.72623  C38 1.090
55 H 6.94375 6.59614 -0.16352  C38 1.090
56 H 6.38649 8.18951 -0.22984  C38 1.090
57 H 3.20687 7.28737 0.79876  C39 1.090
58 H 3.68393 8.55441 -0.40349  C39 1.090
59 H 4.67341 8.13637 1.03782  C39 1.090
60 H 4.25086 4.94461 1.49452  O41 0.960
61 C 1.32087 -2.72761 3.38088  C62 1.596, H72 1.090, H73 1.090, H74 1.090
62 C 2.22375 -3.80308 2.62281  C61 1.596, C63 1.582, C64 1.576, N70 1.471
63 C 3.67146 -3.77701 3.25971  C62 1.582, H75 1.090, H76 1.090, H77 1.090
64 C 1.61107 -5.20667 2.99371  C62 1.576, C65 1.580, H78 1.090, H79 1.090
65 C 2.14109 -6.41972 2.13048  C64 1.580, C66 1.538, H80 1.090, H81 1.090
66 C 1.82124 -5.97853 0.69191  C65 1.538, C67 1.601, H82 1.090, H83 1.090
67 C 2.48087 -4.59913 0.21658  C66 1.601, C68 1.581, C69 1.536, N70 1.425
68 C 3.98009 -4.99127 -0.09888  C67 1.581, H84 1.090, H85 1.090, H86 1.090
69 C 1.83702 -4.24661 -1.13278  C67 1.536, H87 1.090, H88 1.090, H89 1.090
70 N 2.27335 -3.56339 1.17233  C62 1.471, C67 1.425, O71 1.357
71 O 2.81464 -2.38161 0.78391  N70 1.357, H90 0.960
72 H 1.28125 -2.84785 4.46350  C61 1.090
73 H 1.72169 -1.71462 3.34484  C61 1.090
74 H 0.39935 -2.59494 2.81404  C61 1.090
75 H 4.15970 -2.81319 3.11556  C63 1.090
76 H 3.64893 -3.88212 4.34440  C63 1.090
77 H 4.40105 -4.39750 2.73935  C63 1.090
78 H 2.02613 -5.44102 3.97396  C64 1.090
79 H 0.52388 -5.27994 3.02152  C64 1.090
80 H 3.21370 -6.56344 2.26076  C65 1.090
81 H 1.62699 -7.32525 2.45269  C65 1.090
82 H 0.75037 -5.90402 0.50271  C66 1.090
83 H 2.17691 -6.80748 0.07999  C66 1.090
84 H 4.03416 -5.71857 -0.90896  C68 1.090
85 H 4.46366 -5.44446 0.76650  C68 1.090
86 H 4.55658 -4.12060 -0.41147  C68 1.090
87 H 0.76951 -4.08875 -0.97908  C69 1.090
88 H 1.94811 -4.98825 -1.92381  C69 1.090
89 H 2.24386 -3.33689 -1.57437  C69 1.090
90 H 2.09253 -1.74975 0.75339  O71 0.960
91 C 0.59706 0.47341 -5.55111  C92 1.564, H102 1.090, H103 1.090, H104 1.090
92 C 1.38711 1.68272 -4.95101  C91 1.564, C93 1.556, C94 1.612, N100 1.472
93 C 1.74022 1.38664 -3.46495  C92 1.556, H105 1.090, H106 1.090, H107 1.090
94 C 2.82820 1.71896 -5.67166  C92 1.612, C95 1.547, H108 1.090, H109 1.090
95 C 2.85714 2.55949 -6.97048  C94 1.547, C96 1.571, H110 1.090, H111 1.090
96 C 2.04251 3.88504 -6.75626  C95 1.571, C97 1.575, H112 1.090, H113 1.090
97 C 0.58687 3.83306 -6.15663  C96 1.575, C98 1.566, C99 1.559, N100 1.444
98 C 0.25393 5.22625 -5.52371  C97 1.566, H114 1.090, H115 1.090, H116 1.090
99 C -0.32800 3.40680 -7.34447  C97 1.559, H117 1.090, H118 1.090, H119 1.090
100 N 0.60866 2.92954 -5.03055  C92 1.472, C97 1.444, O101 1.401
101 O -0.64268 2.76582 -4.42216  N100 1.401, H120 0.960
102 H 0.26622 0.75203 -6.55162  C91 1.090
103 H 1.09709 -0.49249 -5.47977  C91 1.090
104 H -0.34646 0.34682 -5.02024  C91 1.090
105 H 2.38124 0.51509 -3.33233  C93 1.090
106 H 2.23566 2.21003 -2.95047  C93 1.090
107 H 0.82172 1.24591 -2.89515  C93 1.090
108 H 3.60988 2.10330 -5.01641  C94 1.090
109 H 3.11781 0.72502 -6.01268  C94 1.090
110 H 3.86526 2.72778 -7.34925  C95 1.090
111 H 2.40024 1.97756 -7.77092  C95 1.090
112 H 2.10292 4.41098 -7.70907  C96 1.090
113 H 2.62395 4.48568 -6.05680  C96 1.090
114 H -0.76259 5.16710 -5.13475  C98 1.090
115 H 0.41105 6.01981 -6.25424  C98 1.090
116 H 0.87573 5.33703 -4.63534  C98 1.090
117 H -0.56616 4.24447 -7.99995  C99 1.090
118 H -1.26769 3.01202 -6.95815  C99 1.090
119 H 0.18699 2.64609 -7.93116  C99 1.090
120 H -0.72074 3.42847 -3.73194  O101 0.960
121 C -4.77223 -7.18322 5.44200  O122 1.405, H127 1.090, H128 1.090, H129 1.090
122 O -5.25292 -5.86342 5.41862  C121 1.405, C123 1.477
123 C -5.51449 -5.24998 4.10034  O122 1.477, C124 1.517, H130 1.090, H131 1.090
124 C -4.50834 -5.41294 2.97728  C123 1.517, O125 1.441, H132 1.090, H133 1.090
125 O -3.33586 -4.60091 3.18195  C124 1.441, C126 1.424
126 C -2.44491 -4.72874 2.07817  O125 1.424, H134 1.090, H135 1.090, H136 1.090
127 H -3.75019 -7.32616 5.09113  C121 1.090
128 H -5.50082 -7.87443 5.01836  C121 1.090
129 H -4.67028 -7.44280 6.49574  C121 1.090
130 H -5.83227 -4.22258 4.27794  C123 1.090
131 H -6.41132 -5.77175 3.76633  C123 1.090
132 H -4.92778 -5.26655 1.98192  C124 1.090
133 H -4.20581 -6.45832 2.91592  C124 1.090
134 H -1.50415 -4.26501 2.37490  C126 1.090
135 H -2.80989 -4.22092 1.18542  C126 1.090
136 H -2.11302 -5.74014 1.84359  C126 1.090
137 C 0.91275 4.60255 1.67934  O138 1.387, H143 1.090, H144 1.090, H145 1.090
138 O -0.00835 4.70046 0.64758  C137 1.387, C139 1.440
139 C 0.56669 5.21201 -0.56935  O138 1.440, C140 1.555, H146 1.090, H147 1.090
140 C -0.47013 5.38413 -1.71540  C139 1.555, O141 1.452, H148 1.090, H149 1.090
141 O -1.00983 4.16078 -2.28186  C140 1.452, C142 1.457
142 C -2.03020 3.47134 -1.50244  O141 1.457, H150 1.090, H151 1.090, H152 1.090
143 H 0.42841 3.92356 2.38112  C137 1.090
144 H 1.05872 5.60626 2.07855  C137 1.090
145 H 1.89288 4.16807 1.48267  C137 1.090
146 H 1.49233 4.76789 -0.93547  C139 1.090
147 H 0.83804 6.23333 -0.30217  C139 1.090
148 H 0.07134 5.76486 -2.58140  C140 1.090
149 H -1.17838 6.17261 -1.46091  C140 1.090
150 H -1.64922 3.39887 -0.48376  C142 1.090
151 H -2.30866 2.45016 -1.76270  C142 1.090
152 H -2.92698 4.09091 -1.49862  C142 1.090
153 C -2.18753 -7.40025 -0.82137  O154 1.439, H159 1.090, H160 1.090, H161 1.090
154 O -2.34390 -6.00192 -1.12327  C153 1.439, C155 1.439
155 C -3.51084 -5.84081 -1.95032  O154 1.439, C156 1.571, H162 1.090, H163 1.090
156 C -3.70042 -4.33344 -2.34871  C155 1.571, O157 1.442, H164 1.090, H165 1.090
157 O -4.05834 -3.38138 -1.32681  C156 1.442, C158 1.373
158 C -5.06671 -3.70973 -0.45485  O157 1.373, H166 1.090, H167 1.090, H168 1.090
159 H -1.19272 -7.56483 -0.40740  C153 1.090
160 H -2.29042 -8.10268 -1.64847  C153 1.090
161 H -2.86598 -7.80053 -0.06799  C153 1.090
162 H -4.34544 -6.29927 -1.41988  C155 1.090
163 H -3.41589 -6.42677 -2.86451  C155 1.090
164 H -4.53846 -4.41488 -3.04093  C156 1.090
165 H -2.87894 -3.95119 -2.95466  C156 1.090
166 H -6.08968 -3.67550 -0.82960  C158 1.090
167 H -5.07428 -3.15520 0.48352  C158 1.090
168 H -4.95453 -4.75585 -0.16994  C158 1.090
169 C 0.09177 0.71848 -0.01457  O170 1.422, H175 1.090, H176 1.090, H177 1.090
170 O 0.35582 -0.65454 0.24617  C169 1.422, C171 1.468
171 C -0.71948 -1.55673 -0.18288  O170 1.468, C172 1.565, H178 1.090, H179 1.090
172 C -2.09005 -1.42391 0.56161  C171 1.565, O173 1.439, H180 1.090, H181 1.090
173 O -2.84239 -0.25686 0.18447  C172 1.439, C174 1.448
174 C -3.34740 -0.23020 -1.17190  O173 1.448, H182 1.090, H183 1.090, H184 1.090
175 H 0.97599 1.34809 0.08477  C169 1.090
176 H -0.62754 1.11840 0.70010  C169 1.090
177 H -0.22686 0.92027 -1.03724  C169 1.090
178 H -0.32712 -2.55139 0.02876  C171 1.090
179 H -0.91729 -1.47833 -1.25191  C171 1.090
180 H -1.85034 -1.37006 1.62356  C172 1.090
181 H -2.73372 -2.29831 0.46565  C172 1.090
182 H -4.01094 -1.08671 -1.29120  C174 1.090
183 H -2.53894 -0.17975 -1.90124  C174 1.090
184 H -4.03190 0.61614 -1.22886  C174 1.090